{"formula": "CH2NO2S2", "method": "the ωB97M-V functional and the def2-TZVPD basis", "elements": ["C", "N", "O", "O", "S", "S", "H", "H"], "positions_angstrom": [[0.2355, 1.8058, -0.2009], [-0.0774, -0.3121, 0.6901], [1.3232, 1.9895, 0.1445], [-0.7808, 2.0090, -0.6826], [1.2023, -1.4641, 0.7674], [-1.6003, -0.8500, 0.5300], [1.5985, -1.6367, -0.6202], [-1.9010, -1.5414, -0.6284]], "mulliken_charge": [0.71, -0.44, -0.42, -0.40, -0.26, -0.27, 0.05, 0.03], "max_force_ev_per_a": 3.17, "e_homo_ev": -2.95, "relative_energy_kj_mol": 76.90, "gap_ev": 6.7, "charge": -1}